1.
A single C5H6ClNO molecule at a distorted geometry, computed with wB97M-V/def2-TZVPD.

Results
HOMO level   -0.34477 Eh
SMILES   [O-][N+]#CCC/C=C/Cl
Frontier orbital gap   9.824 eV

Positions of all 14 atoms, in Å:
O 0.456 2.148 -3.069
N 0.676 1.432 -2.116
C 0.612 0.757 -1.171
C 1.129 -0.417 -0.446
C -0.060 -1.216 0.133
C -0.887 -0.544 1.198
C -0.881 0.772 1.463
Cl -2.028 1.549 2.463
H 1.839 -0.046 0.357
H 1.560 -0.900 -1.408
H 0.230 -2.319 0.485
H -0.782 -1.434 -0.629
H -1.673 -1.304 1.561
H -0.192 1.523 1.178


2.
A molecular structure, C11H13N2O6Ti at a distorted geometry, computed with wB97M-V/def2-TZVPD.

Results
Total charge   +1
HOMO level (alpha / beta)   -0.39716 / -0.43167 Eh
⟨S²⟩   2.1272
Frontier orbital gap (alpha / beta)   5.849 / 6.819 eV
Multiplicity   3

Positions of all 33 atoms, in Å:
O -0.185 2.354 -2.398
C -0.061 1.526 -1.581
Ti 0.369 -0.508 0.142
O -0.848 2.581 0.692
C -0.413 1.565 0.260
C -0.809 -1.928 -1.161
O -1.138 -2.994 -1.605
C 2.267 -0.145 -0.526
O 3.373 -0.015 -0.872
C -1.727 -0.799 -0.693
O -2.883 -0.576 -0.845
H 0.594 -1.330 -1.180
C -1.306 -3.178 2.423
N -0.447 -2.526 3.417
C -0.621 -2.940 4.804
C 0.540 -2.452 5.616
C 0.751 -0.971 5.412
N 0.927 -0.729 3.995
C 1.582 0.494 3.568
C 0.261 -1.450 3.112
O 0.313 -1.089 1.872
H -2.272 -2.668 2.335
H -1.474 -4.200 2.757
H -0.827 -3.198 1.442
H -1.572 -2.531 5.192
H -0.694 -4.029 4.804
H 1.445 -2.991 5.332
H 0.351 -2.649 6.669
H 1.645 -0.605 5.920
H -0.124 -0.406 5.791
H 0.866 1.241 3.199
H 2.109 0.903 4.428
H 2.313 0.292 2.773


3.
A gas-phase ion, C3H7NOS (charge -1) at a distorted geometry, computed with wB97M-V/def2-TZVPD.

Results
Total charge   -1
HOMO level (alpha / beta)   -0.00164 / -0.12174 Eh
⟨S²⟩   0.7541
Frontier orbital gap (alpha / beta)   3.515 / 6.630 eV
Multiplicity   2

Positions of all 13 atoms, in Å:
O 1.534 2.155 -0.815
C 1.397 0.953 -0.369
C 0.017 0.338 -0.204
C -0.290 -0.073 1.222
S -2.050 -0.591 1.488
N -0.271 -0.780 -1.127
H 2.224 0.222 -0.445
H -0.676 1.155 -0.460
H 0.321 -0.893 1.581
H -0.150 0.803 1.853
H -2.099 -1.399 0.429
H 0.476 -1.459 -1.094
H -0.431 -0.431 -2.059


4.
2 unconnected molecules or ions with the total composition C3H11N2O2 at a distorted geometry, computed with wB97M-V/def2-TZVPD.

Results
Total charge   +1
HOMO level   -0.52238 Eh
Frontier orbital gap   11.124 eV

Positions of all 18 atoms, in Å:
O -0.374 1.634 1.544
C 0.073 0.554 1.717
N 0.002 -0.065 2.953
C 0.787 -0.044 0.457
N 0.634 0.645 -0.864
C -0.884 0.894 -1.146
H -0.450 0.568 3.686
H 0.362 -0.976 3.240
H 1.786 0.009 0.989
H 0.515 -1.095 0.365
H 1.062 0.058 -1.502
H 1.224 1.535 -0.700
H -1.024 1.882 -1.588
H -1.475 1.051 -0.132
H -1.372 0.040 -1.724
H -0.331 -2.531 -1.739
H -0.387 -2.303 -3.204
O -0.148 -1.854 -2.353


5.
A single C3H5NO2S molecule at a distorted geometry, computed with wB97M-V/def2-TZVPD.

Results
HOMO level   -0.35289 Eh
SMILES   CSC(=O)NC=O
Frontier orbital gap   9.989 eV

Positions of all 12 atoms, in Å:
C -0.752 1.746 0.193
S -1.847 0.293 -0.535
C -0.898 -1.284 -0.196
O -1.348 -2.368 -0.368
N 0.414 -1.194 0.074
C 1.599 -0.433 -0.062
O 1.799 0.331 -0.976
H -1.413 2.523 0.270
H -0.003 2.175 -0.378
H -0.383 1.131 1.047
H 0.455 -2.058 0.389
H 2.380 -0.862 0.542


6.
A gas-phase ion, C37H43N4O (charge +1) at a distorted geometry, computed with wB97M-V/def2-TZVPD.

Results
Total charge   +1
HOMO level   -0.33940 Eh
SMILES   CN1C(=O)[C@@H](Cc2c[nH]c3ccccc23)N(/C=C/[C@@H](c2ccccc2)[C@@H](C=[N+]2CCCCC2)c2ccccc2)C1(C)C
Frontier orbital gap   5.503 eV

Positions of all 85 atoms, in Å:
C -0.327 -4.537 -1.616
N -0.291 -3.451 -0.666
C -0.929 -3.533 0.538
O -1.608 -4.489 0.915
C -0.664 -2.228 1.289
C -0.064 -2.503 2.685
C -1.035 -3.202 3.576
C -2.259 -2.723 4.009
N -2.938 -3.729 4.670
C -2.144 -4.870 4.717
C -2.430 -6.159 5.168
C -1.451 -7.148 4.979
C -0.235 -6.853 4.341
C 0.036 -5.561 3.862
C -0.922 -4.564 4.050
N 0.180 -1.499 0.347
C 0.491 -0.186 0.524
C 1.326 0.522 -0.278
C 1.489 2.021 -0.245
C 2.933 2.383 -0.673
C 3.673 3.255 0.126
C 4.854 3.806 -0.361
C 5.333 3.403 -1.612
C 4.653 2.434 -2.354
C 3.429 1.935 -1.896
C 0.519 2.799 -1.093
C -0.874 2.517 -0.641
N -1.885 2.253 -1.422
C -3.181 2.022 -0.765
C -4.083 1.084 -1.552
C -4.242 1.524 -3.005
C -2.896 1.799 -3.676
C -1.940 2.664 -2.852
C 0.837 4.290 -0.892
C 1.671 4.957 -1.792
C 2.315 6.128 -1.397
C 2.066 6.654 -0.125
C 1.115 6.063 0.714
C 0.478 4.881 0.315
C 0.554 -2.278 -0.841
C 2.038 -2.686 -0.797
C 0.225 -1.589 -2.170
H -1.067 -5.268 -1.283
H -0.609 -4.159 -2.603
H 0.654 -5.022 -1.699
H -1.626 -1.690 1.408
H 0.843 -3.123 2.575
H 0.227 -1.537 3.129
H -2.676 -1.735 3.850
H -3.871 -3.636 5.055
H -3.385 -6.364 5.645
H -1.634 -8.166 5.326
H 0.510 -7.639 4.210
H 0.959 -5.306 3.342
H 0.014 0.285 1.398
H 2.008 -0.022 -0.935
H 1.377 2.356 0.803
H 3.274 3.541 1.104
H 5.381 4.549 0.241
H 6.240 3.855 -2.007
H 5.054 2.066 -3.299
H 2.860 1.213 -2.493
H 0.651 2.526 -2.154
H -1.038 2.395 0.449
H -2.983 1.614 0.232
H -3.680 2.996 -0.652
H -3.682 0.064 -1.509
H -5.059 1.063 -1.056
H -4.771 0.745 -3.565
H -4.866 2.427 -3.046
H -2.403 0.847 -3.916
H -3.065 2.303 -4.634
H -2.283 3.713 -2.890
H -0.939 2.631 -3.300
H 1.872 4.507 -2.767
H 3.026 6.606 -2.076
H 2.622 7.530 0.214
H 0.869 6.505 1.683
H -0.253 4.390 0.966
H 2.202 -3.409 0.014
H 2.314 -3.155 -1.750
H 2.688 -1.823 -0.627
H -0.851 -1.379 -2.217
H 0.768 -0.648 -2.277
H 0.512 -2.255 -2.994


7.
A molecular structure, C29H22CaCl2I2N3O2S at a distorted geometry, computed with wB97M-V/def2-TZVPD.

Results
Total charge   +1
HOMO level   -0.35471 Eh
Frontier orbital gap   5.141 eV

Positions of all 62 atoms, in Å:
Ca -0.631 -0.123 0.015
C 0.692 -0.344 -4.417
O 1.817 -0.207 -3.537
C 1.329 -0.154 -2.303
N 0.057 -0.144 -2.172
C -0.534 -0.084 -3.496
C -1.687 -1.035 -3.720
C -2.168 -1.886 -2.734
C -3.239 -2.725 -2.997
C -3.828 -2.733 -4.249
C -3.350 -1.888 -5.237
C -2.292 -1.039 -4.973
C 2.214 -0.044 -1.144
C 3.552 0.341 -1.198
C 4.231 0.514 0.002
C 3.561 0.331 1.206
C 2.223 -0.054 1.158
N 1.587 -0.250 0.008
C 1.344 -0.175 2.321
N 0.072 -0.158 2.198
C -0.512 -0.121 3.526
C 0.719 -0.401 4.435
O 1.840 -0.250 3.552
C -1.662 -1.077 3.740
C -2.285 -1.075 4.984
C -3.333 -1.938 5.244
C -3.783 -2.801 4.260
C -3.179 -2.797 3.014
C -2.118 -1.943 2.756
H 0.684 -1.366 -4.814
H 0.806 0.365 -5.236
H -0.916 0.941 -3.632
H -1.700 -1.905 -1.751
H -3.612 -3.376 -2.219
H -4.659 -3.389 -4.452
H -3.807 -1.885 -6.214
H -1.932 -0.374 -5.743
H 4.032 0.508 -2.149
H 5.264 0.833 -0.001
H 4.049 0.492 2.154
H -0.891 0.902 3.683
H 0.711 -1.431 4.812
H 0.838 0.291 5.268
H -1.944 -0.397 5.752
H -3.802 -1.931 6.215
H -4.604 -3.471 4.460
H -3.532 -3.461 2.240
H -1.637 -1.966 1.779
Cl -3.207 0.307 0.028
C -3.404 2.026 0.012
C -4.710 2.488 0.005
C -4.968 3.846 -0.002
C -3.910 4.741 -0.003
C -2.612 4.273 0.001
Cl -1.310 5.397 -0.002
C -2.304 2.894 0.009
S -0.643 2.428 0.015
H -5.518 1.775 0.006
H -5.985 4.205 -0.007
H -4.088 5.804 -0.007
I 1.020 -3.539 -0.071
I -0.202 -5.933 0.007


8.
3 unconnected molecules or ions with the total composition C4H8O3 at a distorted geometry, computed with wB97M-V/def2-TZVPD.

Results
HOMO level   -0.31139 Eh
Frontier orbital gap   9.294 eV

Positions of all 15 atoms, in Å:
C -0.048 -0.432 -1.661
C 0.748 -0.149 -0.426
O 1.739 -1.055 -0.194
C 0.553 0.933 0.336
O -0.282 1.930 -0.114
C -1.174 0.222 2.189
O -2.019 0.896 1.822
H 0.106 -1.460 -1.999
H -1.116 -0.261 -1.494
H 0.277 0.253 -2.448
H -0.444 -1.763 0.550
H 2.292 -0.728 0.529
H 1.170 1.129 1.216
H -1.000 2.081 0.517
H -0.802 -1.596 1.177


Asked for E_tot across the records above, the calculation gives -21338.0589 -49987.0322 -17596.2541 -10357.3137 -19610.6922 -47069.0938 -109513.9245 -10417.6426 eV in order.